Computed, not measured: a molecular structure, C46H52AsCl2N3O5S2SiTi in a non-equilibrium geometry, with wB97M-V/def2-TZVPD.

```
113
Properties=species:S:1:pos:R:3:mulliken_charge:R:1
Ti 0.085 0.094 -0.156 -0.4369
Cl 2.072 -0.078 1.621 -0.0238
C 1.705 0.975 2.951 -0.1116
C 2.563 1.014 4.035 -0.6358
C 2.301 1.879 5.081 -0.5342
C 1.185 2.698 5.042 -0.7508
C 0.329 2.643 3.957 0.2695
Cl -1.060 3.677 3.944 -0.1711
C 0.562 1.777 2.873 -0.0889
S -0.533 1.750 1.506 -0.3574
H 3.434 0.372 4.051 0.5027
H 2.972 1.923 5.928 0.4024
H 0.975 3.390 5.847 0.4601
N -1.965 1.758 -3.286 0.2527
C -1.579 2.996 -2.822 0.8222
C -1.795 4.273 -3.317 -1.1471
C -1.213 5.316 -2.623 -0.6764
C -0.434 5.085 -1.486 -1.0364
C -0.224 3.811 -0.993 -0.8749
C -0.828 2.749 -1.663 0.0468
N -0.794 1.372 -1.437 1.6254
C -1.447 0.824 -2.463 -0.5487
C -1.443 -0.598 -2.638 -0.8472
C -1.892 -1.378 -3.666 -0.0966
S -1.477 -3.016 -3.368 -0.2627
C -0.722 -2.553 -1.904 -0.7969
N -0.805 -1.291 -1.638 1.7422
H -2.474 1.567 -4.132 0.2504
H -2.371 4.442 -4.218 0.4731
H -1.348 6.328 -2.982 0.4322
H 0.026 5.926 -0.983 0.5123
H 0.389 3.643 -0.124 0.3603
H -2.408 -1.090 -4.568 0.4590
H -0.255 -3.281 -1.259 0.3916
C 5.381 -2.004 -0.468 -1.7850
C 4.351 -2.002 -1.591 1.7049
C 3.130 -2.834 -1.199 -1.1072
C 4.962 -2.542 -2.881 -1.4897
O 3.985 -0.632 -1.798 -0.1183
Si 2.614 0.069 -2.326 -3.6357
O 1.532 0.055 -1.116 4.3474
O 1.907 -0.709 -3.578 0.6104
C 1.950 -0.431 -4.993 1.6920
C 0.975 0.712 -5.290 -1.2690
C 1.497 -1.706 -5.695 -1.5178
C 3.354 -0.051 -5.458 -1.6714
O 2.944 1.596 -2.771 0.4648
C 3.815 2.582 -2.183 1.6365
C 3.360 3.925 -2.743 -1.6273
C 5.257 2.294 -2.593 -1.7376
C 3.675 2.566 -0.660 -1.1879
H 5.768 -3.012 -0.313 0.4458
H 4.931 -1.645 0.459 0.2967
H 6.208 -1.343 -0.729 0.3513
H 3.431 -3.857 -0.969 0.6509
H 2.414 -2.851 -2.025 0.0556
H 2.643 -2.398 -0.323 0.0621
H 5.307 -3.568 -2.746 0.5150
H 5.806 -1.921 -3.182 0.3286
H 4.214 -2.527 -3.675 0.0444
H -0.050 0.379 -5.110 0.2439
H 1.061 1.034 -6.327 0.5876
H 1.198 1.552 -4.630 0.0070
H 0.552 -2.046 -5.270 0.0700
H 2.233 -2.501 -5.571 0.3343
H 1.357 -1.514 -6.759 0.3769
H 3.673 0.867 -4.970 0.1869
H 3.353 0.105 -6.537 0.5510
H 4.067 -0.840 -5.219 0.2868
H 3.405 3.906 -3.833 0.3301
H 4.008 4.721 -2.376 0.4389
H 2.331 4.128 -2.441 0.1822
H 5.363 2.361 -3.678 0.3832
H 5.537 1.291 -2.276 0.0829
H 5.930 3.017 -2.131 0.4989
H 2.618 2.597 -0.388 -0.0334
H 4.186 3.425 -0.225 0.6183
H 4.109 1.650 -0.253 0.1013
O -0.579 -1.185 1.075 -0.4584
As -2.208 -1.192 1.501 1.4470
C -2.535 -0.982 3.405 0.6597
C -2.368 0.234 4.057 0.2854
C -2.664 0.333 5.407 -1.0358
C -3.140 -0.770 6.102 -0.6072
C -3.300 -1.984 5.450 -0.8892
C -2.994 -2.097 4.104 -0.5444
C -2.787 -2.999 1.108 -0.1086
C -4.137 -3.318 0.987 -0.1238
C -4.510 -4.621 0.697 -0.8653
C -3.539 -5.599 0.525 -0.5805
C -2.195 -5.286 0.673 -0.7224
C -1.818 -3.985 0.973 -0.9487
C -3.389 -0.048 0.469 1.3647
C -3.971 -0.602 -0.668 -0.0834
C -4.858 0.146 -1.427 -0.9813
C -5.159 1.448 -1.057 -0.7485
C -4.602 1.989 0.095 -0.9797
C -3.737 1.238 0.874 -0.1367
H -2.009 1.099 3.523 -0.1477
H -2.523 1.280 5.911 0.4934
H -3.387 -0.684 7.152 0.4000
H -3.670 -2.846 5.991 0.4296
H -3.108 -3.046 3.597 0.4159
H -4.885 -2.545 1.126 0.5697
H -5.557 -4.875 0.608 0.4364
H -3.833 -6.613 0.286 0.4302
H -1.444 -6.056 0.557 0.4665
H -0.775 -3.729 1.121 0.6322
H -3.759 -1.630 -0.938 0.2728
H -5.313 -0.290 -2.309 0.4489
H -5.856 2.029 -1.648 0.4522
H -4.850 2.999 0.393 0.5063
H -3.343 1.654 1.789 0.3390
```

Summary:
**Orbital gap (spin up / spin down)**: 6.30 / 7.00 eV
**Relative energy (zero: lowest compared OMol25 entry of this formula, charge and spin)**: 117.9 kJ/mol
**Net charge**: +1
**Multiplicity**: 2
**⟨S²⟩**: 0.752
**E_HOMO (spin up / spin down)**: -0.33528 / -0.36076 Ha

Computed, not measured: 2 unconnected molecules or ions with the total composition C10H18F2N3O3 in a non-equilibrium geometry, with wB97M-V/def2-TZVPD.

```
36
Properties=species:S:1:pos:R:3:mulliken_charge:R:1
O 0.944 -0.056 4.470 -0.3752
C 0.683 0.733 3.644 0.5188
F 0.698 2.039 3.853 -0.1853
N 0.253 0.353 2.318 0.1378
C 1.021 0.873 1.232 0.5961
O 1.231 0.247 0.246 -0.4374
F 1.416 2.133 1.380 -0.2089
C -1.188 0.512 2.086 -0.8284
C -1.716 1.911 1.811 -0.3465
C -3.187 1.921 1.322 -0.7019
C -3.801 0.523 1.371 -0.6014
C -2.935 -0.358 0.485 -0.6456
N -1.526 -0.498 1.025 0.0493
H -1.678 0.153 2.989 0.4808
H -1.105 2.479 1.113 0.2583
H -1.660 2.422 2.770 0.4095
H -3.182 2.201 0.268 0.3419
H -3.772 2.667 1.849 0.3486
H -3.856 0.144 2.391 0.3284
H -4.789 0.512 0.918 0.3740
H -3.351 -1.341 0.285 0.4119
H -2.851 0.142 -0.479 0.3639
H -1.434 -1.418 1.459 0.4368
H -0.859 -0.492 0.247 0.2433
C 1.944 -1.675 -4.230 0.1176
O 0.925 -1.008 -4.214 -0.5927
N 2.958 -1.518 -3.361 0.1510
C 4.147 -2.348 -3.387 -0.9030
C 2.827 -0.469 -2.365 -0.9060
H 2.111 -2.484 -4.960 0.2739
H 4.258 -2.883 -2.442 0.3249
H 5.035 -1.737 -3.551 0.3284
H 4.070 -3.075 -4.192 0.2983
H 1.936 -0.642 -1.776 0.2379
H 2.729 0.500 -2.857 0.3216
H 3.702 -0.463 -1.719 0.3791
```

Summary:
**Orbital gap**: 8.02 eV
**Net charge**: +1
**E_HOMO**: -0.41615 Ha

Computed, not measured: C4H3N3O in the gas phase in a non-equilibrium geometry, with wB97M-V/def2-TZVPD.

```
11
Properties=species:S:1:pos:R:3:mulliken_charge:R:1
C -0.921 -0.529 -0.614 0.2834
C -0.976 0.853 -0.041 0.0974
C 0.780 0.636 1.418 0.1359
C 0.492 -0.916 -1.033 0.0140
H -1.710 1.270 -0.713 0.3496
H 0.836 0.973 2.439 0.3835
H 0.674 -1.314 -2.020 0.4269
N -0.112 1.441 0.726 -0.5189
N 1.385 -0.431 1.085 -0.4300
N 1.461 -0.796 -0.277 -0.2260
O -1.910 -1.187 -0.969 -0.5159
```

Summary:
**Orbital gap**: 8.79 eV
**SMILES string**: O=c1cncnnc1
**Relative energy (zero: lowest compared OMol25 entry of this formula, charge and spin)**: 276.5 kJ/mol
**Net charge**: 0
**E_HOMO**: -0.37236 Ha

Computed, not measured: C2H2Br3OP in the gas phase in a non-equilibrium geometry, with wB97M-V/def2-TZVPD.

```
9
Properties=species:S:1:pos:R:3:mulliken_charge:R:1
C 1.386 0.339 -0.544 0.4260
C -0.027 -0.672 0.195 -0.8679
O 1.351 0.732 -1.653 -0.3855
P -1.463 0.190 -0.659 0.2568
Br 2.769 0.520 0.677 -0.0790
Br -2.905 -1.066 0.422 -0.1815
Br -1.565 2.020 0.579 -0.1297
H -0.015 -0.479 1.205 0.5444
H 0.468 -1.584 -0.221 0.4163
```

Summary:
**Orbital gap**: 9.78 eV
**SMILES string**: O=C(Br)CP(Br)Br
**Relative energy (zero: lowest compared OMol25 entry of this formula, charge and spin)**: 86.9 kJ/mol
**Net charge**: 0
**E_HOMO**: -0.35408 Ha

Computed, not measured: 4 unconnected molecules or ions with the total composition H8O4 in a non-equilibrium geometry, with wB97M-V/def2-TZVPD.

```
12
Properties=species:S:1:pos:R:3:mulliken_charge:R:1
O -0.491 -2.152 0.033 -0.7032
H -0.747 -1.264 0.185 0.3624
H -0.395 -2.299 -0.924 0.3383
O -0.045 0.557 0.313 -0.6769
H -0.268 1.335 -0.214 0.4025
H 0.626 0.885 0.925 0.2886
O -1.091 2.759 -0.615 -0.6313
H -1.972 2.705 -0.383 0.2985
H -0.940 3.258 -1.387 0.3049
O 1.906 -2.208 0.955 -0.6512
H 1.071 -2.112 0.497 0.3980
H 2.343 -1.464 0.620 0.2692
```

Summary:
**Orbital gap**: 10.54 eV
**SMILES string**: O.O.O.O
**Relative energy (zero: lowest compared OMol25 entry of this formula, charge and spin)**: 96.6 kJ/mol
**Net charge**: 0
**E_HOMO**: -0.37715 Ha

Number 1: energy -7416.24887 hartree. Number 2: energy -981.31564 hartree. Number 3: energy -393.61410 hartree. Number 4: energy -8216.04606 hartree. Number 5: energy -305.74243 hartree.